(1)
Here is an isolated ion of composition C6H11INO2 and charge -1 in a non-equilibrium geometry from the OMol25 dataset. Energies are from wB97M-V/def2-TZVPD.

XYZ file:
```
21
Properties=species:S:1:pos:R:3
C 2.88 -0.84 -0.36
C 2.53 0.25 0.69
O 1.16 0.47 0.87
C 0.57 1.07 -0.27
C -0.97 1.14 -0.03
N -1.47 0.00 0.71
C -2.86 -0.14 0.46
C -3.05 -1.37 -0.48
O -3.27 -1.25 -1.61
I -2.80 -3.33 0.47
H 3.72 -1.43 0.05
H 2.07 -1.54 -0.57
H 3.28 -0.36 -1.27
H 3.09 1.17 0.44
H 2.92 -0.10 1.66
H 0.70 0.45 -1.17
H 0.90 2.11 -0.42
H -1.46 1.19 -1.04
H -1.25 2.10 0.48
H -3.29 0.78 0.00
H -3.41 -0.38 1.40
```

Summary:
Energy   -20084.623 eV
Net charge   -1
Frontier orbital gap   5.16 eV
ΔE to the lowest compared entry with this formula, charge and spin   2.843 eV
LUMO level   3.0 eV
2S+1   1


(2)
Here is C6H11LiO2 as an isolated structure in a non-equilibrium geometry from the OMol25 dataset. Energies are from wB97M-V/def2-TZVPD.

XYZ file:
```
20
Properties=species:S:1:pos:R:3
O -2.11 2.36 -0.15
C -2.07 1.16 -0.29
C -1.05 0.25 0.36
C -1.73 -0.96 0.96
C -1.87 -1.21 2.27
H -2.91 0.64 -0.80
H -0.68 0.85 1.22
H 0.85 0.61 0.32
H -2.26 -1.61 0.26
H -1.52 -0.50 3.02
H -2.47 -2.05 2.62
C 2.15 0.70 0.00
C 2.37 0.03 -1.34
O 1.22 -0.61 -1.87
Li 1.15 -1.59 -3.38
H 2.41 1.77 -0.02
H -0.24 -0.20 -0.71
H 2.75 0.21 0.79
H 3.24 -0.66 -1.22
H 2.76 0.81 -2.03
```

Summary:
Energy   -10697.192 eV
Net charge   -1
Frontier orbital gap (spin up / spin down)   3.42 / 8.28 eV
ΔE to the lowest compared entry with this formula, charge and spin   0.929 eV
LUMO level (spin up / spin down)   3.2 / 3.3 eV
<S²>   0.75
2S+1   2


(3)
Here is C6H11MnN3O4 as an isolated structure from the OMol25 dataset. Energies are from wB97M-V/def2-TZVPD.

XYZ file:
```
25
Properties=species:S:1:pos:R:3
Mn 0.28 -0.75 0.17
N -1.17 -2.07 1.24
C -2.42 -2.05 0.44
C -2.54 -0.78 -0.43
O -3.66 -0.45 -0.76
O -1.43 -0.20 -0.75
H -0.86 -3.02 1.43
H -1.33 -1.64 2.15
H -3.31 -2.14 1.06
H -2.40 -2.90 -0.25
C 2.61 1.62 3.31
C 2.04 0.75 2.24
N 0.79 0.75 1.91
O -0.02 1.50 2.76
C 2.84 -0.05 1.31
C 4.16 0.40 0.78
N 2.18 -1.07 0.87
O 2.29 -1.50 -0.38
H 1.91 1.74 4.13
H 2.82 2.61 2.90
H 3.55 1.20 3.68
H -0.83 1.63 2.25
H 4.34 1.46 0.95
H 4.21 0.20 -0.29
H 4.97 -0.16 1.26
```

Summary:
Energy   -50379.144 eV
Frontier orbital gap (spin up / spin down)   8.28 / 8.63 eV
LUMO level (spin up / spin down)   0.3 / -0.1 eV
<S²>   8.78
2S+1   6


(4)
Here is a 2-piece molecular cluster, C6H11N overall in a non-equilibrium geometry from the OMol25 dataset. Energies are from wB97M-V/def2-TZVPD.

XYZ file:
```
18
Properties=species:S:1:pos:R:3
C -0.35 1.24 -1.17
C -0.84 0.08 -0.39
C -1.14 -1.31 -0.87
C 0.41 0.72 0.16
C 0.35 0.87 1.71
C 1.77 -1.37 0.02
N 2.00 -1.67 1.11
H 1.64 -1.16 -1.02
H -0.83 2.20 -1.24
H 0.12 0.94 -2.13
H -1.60 0.43 0.30
H -2.18 -1.34 -1.21
H -1.03 -2.01 -0.03
H -0.50 -1.65 -1.69
H 1.42 0.68 -0.16
H 1.35 0.91 2.18
H -0.21 1.74 2.04
H -0.12 -0.03 2.15
```

Summary:
Energy   -7887.259 eV
Frontier orbital gap   10.08 eV
ΔE to the lowest compared entry with this formula, charge and spin   3.273 eV
LUMO level   0.9 eV
2S+1   1


(5)
Here is the molecule C6H11N in a non-equilibrium geometry from the OMol25 dataset. Energies are from wB97M-V/def2-TZVPD.

XYZ file:
```
18
Properties=species:S:1:pos:R:3
C -1.63 -1.37 0.01
C 1.19 0.94 -1.24
C -0.36 -1.23 0.42
C 0.23 1.18 -0.12
N 0.54 -2.28 0.39
C 0.14 0.11 0.95
C -0.49 2.32 -0.04
H 1.25 -2.24 1.11
H 0.09 -3.20 0.34
H -2.00 -2.31 -0.37
H -2.32 -0.54 0.04
H 1.29 1.82 -1.89
H 2.19 0.71 -0.85
H 0.86 0.10 -1.87
H -0.51 0.43 1.77
H 1.14 -0.01 1.40
H -1.18 2.50 0.77
H -0.42 3.09 -0.81
```

Summary:
Energy   -7889.567 eV
Frontier orbital gap   9.07 eV
ΔE to the lowest compared entry with this formula, charge and spin   0.964 eV
LUMO level   1.0 eV
2S+1   1


(6)
Here is the molecule C6H11N in a non-equilibrium geometry from the OMol25 dataset. Energies are from wB97M-V/def2-TZVPD.

XYZ file:
```
18
Properties=species:S:1:pos:R:3
C 1.29 -0.45 1.05
C 0.42 0.37 0.14
C -0.12 1.53 0.48
N 0.36 2.34 1.56
C 0.10 -0.28 -1.19
C -0.66 -1.57 -1.01
C -1.97 -1.67 -1.08
H 1.92 0.16 1.70
H 1.96 -1.12 0.51
H 0.69 -1.13 1.66
H -0.77 2.01 -0.24
H 1.37 2.33 1.48
H 0.10 3.30 1.38
H -0.51 0.38 -1.81
H 1.04 -0.41 -1.73
H -0.11 -2.44 -0.68
H -2.56 -2.51 -0.74
H -2.55 -0.83 -1.47
```

Summary:
Energy   -7889.080 eV
Frontier orbital gap   9.18 eV
ΔE to the lowest compared entry with this formula, charge and spin   1.451 eV
LUMO level   1.0 eV
2S+1   1


(7)
Here is C6H11N as an isolated structure from the OMol25 dataset. Energies are from wB97M-V/def2-TZVPD.

XYZ file:
```
18
Properties=species:S:1:pos:R:3
C -2.09 0.40 -0.74
C -1.36 -0.71 -0.27
C 0.13 -0.90 -0.54
C 0.99 -0.33 0.66
C 2.32 0.28 0.26
C -0.09 0.64 1.08
N -0.44 1.75 0.72
H -1.58 1.41 0.18
H -1.67 0.95 -1.58
H -3.18 0.35 -0.73
H -1.00 -0.17 1.12
H -1.91 -1.57 0.10
H 0.37 -1.95 -0.73
H 0.41 -0.32 -1.44
H 1.12 -1.12 1.41
H 2.96 -0.47 -0.22
H 2.16 1.11 -0.44
H 2.85 0.67 1.14
```

Summary:
Energy   -7886.322 eV
Frontier orbital gap   9.92 eV
ΔE to the lowest compared entry with this formula, charge and spin   4.209 eV
LUMO level   0.7 eV
2S+1   1


(8)
Here is C6H11N as an isolated structure in a non-equilibrium geometry from the OMol25 dataset. Energies are from wB97M-V/def2-TZVPD.

XYZ file:
```
18
Properties=species:S:1:pos:R:3
C 1.88 0.17 -0.36
C 1.21 -1.07 0.22
C -0.18 -0.67 -0.49
C -1.70 -0.76 -0.28
C -1.83 0.74 -0.03
C -0.29 0.62 0.16
H 2.13 0.08 -1.47
H 2.78 0.38 0.41
H 1.95 -2.15 0.30
H 0.91 -0.74 1.58
H -0.22 -0.56 -1.54
H -1.60 -1.09 0.91
H -2.37 -1.36 -0.82
H -2.50 1.01 0.96
H -2.12 1.63 -0.89
H -0.21 0.29 1.31
H 1.22 2.13 0.24
N 0.93 1.34 -0.20
```

Summary:
Energy   -7883.652 eV
Frontier orbital gap   9.31 eV
ΔE to the lowest compared entry with this formula, charge and spin   6.879 eV
LUMO level   1.1 eV
2S+1   1


(9)
Here is the molecule C6H11N from the OMol25 dataset. Energies are from wB97M-V/def2-TZVPD.

XYZ file:
```
18
Properties=species:S:1:pos:R:3
C 0.23 -2.61 0.12
C 0.56 -1.17 0.52
C 0.14 -0.10 -0.49
C 0.05 1.29 0.14
C -0.36 2.35 -0.88
C -0.90 1.24 1.26
N -1.64 1.07 2.13
H 0.21 -3.22 1.03
H -0.73 -2.76 -0.39
H 1.01 -2.96 -0.56
H 0.12 -0.98 1.50
H 1.65 -1.11 0.67
H 0.87 -0.04 -1.31
H -0.83 -0.34 -0.94
H 1.03 1.54 0.58
H 0.38 2.38 -1.68
H -1.34 2.11 -1.31
H -0.42 3.33 -0.41
```

Summary:
Energy   -7890.347 eV
Frontier orbital gap   12.33 eV
ΔE to the lowest compared entry with this formula, charge and spin   0.185 eV
LUMO level   1.0 eV
2S+1   1


(10)
Here is the molecule C6H11N in a non-equilibrium geometry from the OMol25 dataset. Energies are from wB97M-V/def2-TZVPD.

XYZ file:
```
18
Properties=species:S:1:pos:R:3
C -0.73 -1.30 0.97
N 2.10 -0.03 0.54
C 1.00 0.76 0.51
C -0.44 0.10 0.22
C -0.62 -0.23 -1.40
C -1.82 -1.09 -1.47
C 0.98 2.13 0.82
H -1.41 -1.55 0.03
H -1.53 -1.27 1.74
H 0.15 -1.81 1.35
H 0.26 -0.71 -1.77
H 1.80 -0.96 0.32
H -0.77 0.76 -1.92
H -1.70 -2.10 -1.80
H -2.54 -0.63 -2.14
H 0.26 2.88 0.47
H -1.20 0.85 0.51
H 1.80 2.50 1.50
```

Summary:
Energy   -7882.377 eV
Frontier orbital gap   3.58 eV
ΔE to the lowest compared entry with this formula, charge and spin   8.155 eV
LUMO level   -3.1 eV
2S+1   1